Arrangement i

# C5H4O

C5H4O in the gas phase (ωB97M-V/def2-TZVPD, OMol25).

Output
HOMO-LUMO gap, eV: 10.03
Net charge: 0
HOMO energy, Ha: -0.347
Multiplicity: 1
Structure (SMILES): C#CC#CCO

XYZ file:
```
10
C5H4O ωB97M-V/def2-TZVPD
C 2.038 0.717 -0.187
H -2.453 0.767 0.168
C -1.406 -0.799 -0.245
C 2.888 0.905 0.648
O -2.611 -0.083 -0.264
H 3.559 1.024 1.466
C -0.244 -0.122 -0.835
H -1.587 -1.770 -0.708
C 0.872 0.344 -0.827
H -1.056 -0.983 0.784
```

***

Arrangement ii

# C5H4O

A molecular structure, C5H4O (ωB97M-V/def2-TZVPD, OMol25).

Output
HOMO-LUMO gap (alpha / beta), eV: 7.98 / 8.22
Net charge: 0
HOMO energy (alpha / beta), Ha: -0.297 / -0.308
Multiplicity: 1

XYZ file:
```
10
C5H4O ωB97M-V/def2-TZVPD
C 1.244 0.436 0.465
O 0.622 1.307 -0.415
C 1.649 -0.878 0.033
H -1.134 1.057 0.833
C 0.396 -1.158 0.035
C -0.861 -0.529 -0.498
H -1.804 -1.088 -0.285
H -0.852 -0.763 -1.508
C -0.659 0.880 -0.066
H 1.399 0.737 1.405
```

***

Structures ranked by computed energy, the most stable listed first: arrangement i, arrangement ii.

***

Arrangement i

# C3H8N3

A molecular structure, C3H8N3 (ωB97M-V/def2-TZVPD, OMol25).

Output
HOMO-LUMO gap, eV: 10.15
Net charge: +1
HOMO energy, Ha: -0.518
Multiplicity: 1

XYZ file:
```
14
C3H8N3 ωB97M-V/def2-TZVPD
N -1.003 -0.154 -0.063
H 1.063 -1.019 -0.324
N 1.157 0.637 0.835
C 1.675 1.417 -0.115
H -2.673 -1.045 0.217
H -1.434 -1.465 1.349
C 0.353 -0.118 -0.275
H -1.654 0.549 -0.255
H -1.444 -2.399 -0.205
C -1.632 -1.414 0.340
N 1.004 0.917 -1.154
H 0.609 1.465 -1.877
H 1.611 0.457 1.695
H 2.369 2.172 -0.167
```

***

Arrangement ii

# C3H8N3

A molecular structure, C3H8N3 (ωB97M-V/def2-TZVPD, OMol25).

Output
HOMO-LUMO gap, eV: 11.43
Net charge: +1
HOMO energy, Ha: -0.550
Multiplicity: 1

XYZ file:
```
14
C3H8N3 ωB97M-V/def2-TZVPD
C -1.406 0.154 0.506
C 1.662 0.611 0.113
N 0.513 1.072 -0.450
H -2.130 -0.706 0.626
H 2.354 1.297 0.470
H 0.798 -1.656 -1.232
H 0.070 1.933 -0.292
N 1.797 -0.554 0.429
H -0.796 -0.110 -1.411
N -0.413 -0.065 -0.511
H -1.941 1.032 0.238
C 0.293 -1.308 -0.332
H -0.766 0.370 1.369
H -0.035 -2.071 0.477
```

***

Structures ranked by computed energy, the most stable listed first: arrangement i, arrangement ii.

***

Arrangement i

# C3H8N3

A gas-phase ion, C3H8N3 (charge +1) (ωB97M-V/def2-TZVPD, OMol25).

Output
HOMO-LUMO gap, eV: 11.38
Net charge: +1
HOMO energy, Ha: -0.543
Multiplicity: 1
Structure (SMILES): C[N@@H+]1CN=CN1

XYZ file:
```
14
C3H8N3 ωB97M-V/def2-TZVPD
N 0.754 1.163 -0.228
H -0.083 0.169 -1.573
H -1.878 -0.813 0.262
C 2.003 0.662 0.171
C -1.252 0.059 0.323
H -1.890 0.754 -0.062
H 0.415 1.851 0.426
H 0.624 -1.877 0.516
H 0.899 -1.891 -1.122
H -1.148 0.464 1.328
H 2.787 1.294 0.434
N 2.114 -0.593 0.191
N -0.075 0.018 -0.552
C 0.890 -1.154 -0.200
```

***

Arrangement ii

# C3H8N3

A gas-phase ion, C3H8N3 (charge +1) (ωB97M-V/def2-TZVPD, OMol25).

Output
HOMO-LUMO gap, eV: 11.66
Net charge: +1
HOMO energy, Ha: -0.554
Multiplicity: 1
Structure (SMILES): NC(=[NH2+])N1CC1

XYZ file:
```
14
C3H8N3 ωB97M-V/def2-TZVPD
H -2.641 0.743 0.025
H 1.804 1.458 -0.827
C 1.456 0.912 0.070
C 1.697 -0.605 0.157
H 1.531 1.534 1.003
H -1.542 1.889 -0.366
H -0.931 -2.128 -0.268
H 2.105 -1.202 -0.581
N 0.457 -0.041 -0.157
C -0.783 -0.251 0.051
H 1.700 -0.967 1.199
N -1.756 1.122 0.231
H -2.538 -1.420 0.239
N -1.476 -1.355 0.112
```

***

Structures ranked by computed energy, the most stable listed first: arrangement ii, arrangement i.

***

Arrangement i

# C3H4AgO3

A molecular structure, C3H4AgO3 (ωB97M-V/def2-TZVPD, OMol25).

Output
HOMO-LUMO gap (alpha / beta), eV: 7.49 / 7.72
Net charge: 0
<S²>: 0.7543
HOMO energy (alpha / beta), Ha: -0.325 / -0.335
Multiplicity: 2

XYZ file:
```
11
C3H4AgO3 ωB97M-V/def2-TZVPD
H -2.470 0.620 -0.918
H -4.771 -0.186 0.994
C -3.092 0.831 -0.038
C -4.273 -0.011 0.039
H -2.457 0.763 0.855
O -1.352 3.011 -0.268
Ag -0.794 5.290 -0.496
C -2.563 3.339 -0.276
O -2.996 4.512 -0.389
O -3.498 2.384 -0.159
H -4.776 -0.344 -0.871
```

***

Arrangement ii

# C3H4AgO3

A molecular structure, C3H4AgO3 (ωB97M-V/def2-TZVPD, OMol25).

Output
HOMO-LUMO gap (alpha / beta), eV: 5.89 / 7.75
Net charge: 0
<S²>: 0.7575
HOMO energy (alpha / beta), Ha: -0.236 / -0.308
Multiplicity: 2

XYZ file:
```
11
C3H4AgO3 ωB97M-V/def2-TZVPD
H 3.314 -0.932 0.279
H -3.092 0.167 -0.898
C 1.470 -0.739 0.587
O -1.929 1.637 0.019
H -2.863 -0.044 0.831
Ag 0.196 1.925 0.462
C -2.338 0.349 -0.086
O 2.523 -0.526 -0.116
C -1.277 -0.677 -0.357
O -0.024 -0.316 -0.341
H -1.486 -1.756 -0.256
```

***

Structures ranked by computed energy, the most stable listed first: arrangement i, arrangement ii.

***

Arrangement i

# C8H15N2

A gas-phase ion, C8H15N2 (charge +1) (ωB97M-V/def2-TZVPD, OMol25).

Output
HOMO-LUMO gap, eV: 8.72
Net charge: +1
HOMO energy, Ha: -0.451
Multiplicity: 1
Structure (SMILES): C[C@H]1CN2C[C@@H]3C[C@@H]([NH3+])[C@]312

XYZ file:
```
25
C8H15N2 ωB97M-V/def2-TZVPD
H -1.944 -1.237 -1.859
H 2.124 -0.117 0.955
H 2.433 2.259 0.183
C -1.708 -1.038 -0.734
C 1.818 1.477 -0.422
H -2.360 -1.379 -0.005
C -1.224 0.396 -0.473
N -0.629 0.252 1.562
H 0.973 1.953 -1.042
H 0.343 -1.478 -2.127
C -1.687 0.985 0.855
C 0.006 -0.184 0.246
C 1.316 0.476 0.615
H 1.492 -2.036 -1.096
C -0.366 -1.664 -0.278
H -2.709 0.641 1.258
N 0.585 -2.009 -1.346
C 0.597 1.049 1.818
H -1.287 1.105 -1.303
H 2.432 1.009 -1.167
H -0.329 -2.559 0.384
H 0.373 -2.944 -1.693
H 0.493 2.057 1.664
H -1.592 2.052 1.141
H 0.851 0.934 2.864
```

***

Arrangement ii

# C8H15N2

A gas-phase ion, C8H15N2 (charge +1) (ωB97M-V/def2-TZVPD, OMol25).

Output
HOMO-LUMO gap, eV: 9.58
Net charge: +1
HOMO energy, Ha: -0.465
Multiplicity: 1
Structure (SMILES): CC[n+]1c(C)cn(C)c1C

XYZ file:
```
25
C8H15N2 ωB97M-V/def2-TZVPD
C -1.093 -0.370 -0.329
C 1.199 -0.776 0.126
C 2.551 -1.011 0.850
H -0.377 2.696 0.004
N -0.622 -1.327 -1.079
H 1.444 0.933 2.100
H -2.007 -2.794 -1.682
H -0.856 -2.245 -2.793
H -0.280 0.953 2.424
H 2.293 -1.393 1.838
H 1.421 2.628 0.313
H 3.068 -0.035 1.027
C 0.433 1.170 1.547
H -2.169 -1.264 -2.436
C 0.414 2.518 0.807
H 1.199 -2.355 -1.473
C 0.710 -1.653 -0.848
H 0.246 3.267 1.447
C -1.451 -1.929 -2.040
H -3.303 -0.150 -0.437
H -2.415 1.000 -1.100
C -2.358 0.331 -0.235
N 0.244 0.066 0.602
H 3.273 -1.536 0.178
H -2.335 0.809 0.717
```

***

Arrangement iii

# C8H15N2

A gas-phase ion, C8H15N2 (charge +1) (ωB97M-V/def2-TZVPD, OMol25).

Output
HOMO-LUMO gap (alpha / beta), eV: 7.35 / 7.35
Net charge: +1
HOMO energy (alpha / beta), Ha: -0.436 / -0.436
Multiplicity: 1

XYZ file:
```
25
C8H15N2 ωB97M-V/def2-TZVPD
H 1.801 -2.774 0.926
C 2.651 1.100 -0.362
H 3.588 0.403 -0.084
H -1.654 2.861 -0.732
H 2.934 -1.554 1.535
H -2.472 -1.769 1.012
C 2.274 -1.857 0.713
H 0.623 2.263 -0.412
C 0.344 1.183 -0.246
H -1.523 2.863 1.245
C -1.450 0.007 0.850
C -1.972 -1.694 -1.016
N 1.403 0.333 -0.030
H 2.618 1.973 0.317
C -1.709 2.275 0.251
H 2.848 1.367 -1.426
H -3.127 -0.469 0.260
H -1.056 -2.385 -0.903
C -2.264 -1.030 0.299
H -2.880 1.994 0.206
H -1.725 -1.038 -1.893
H 3.125 -2.026 0.022
H -2.841 -2.228 -1.181
C 1.324 -0.870 0.425
N -0.858 1.072 0.223
```

***

Structures ranked by computed energy, the most stable listed first: arrangement ii, arrangement i, arrangement iii.